[1]
{
  "formula": "C25H23NO4",
  "method": "ωB97M-V with the def2-TZVPD basis set",
  "spin_multiplicity": 1,
  "de_lowest_ev": 6.1127,
  "e_tot_ev": -35973.683,
  "lumo_ev": 0.055,
  "orbital_gap_ev": 8.393,
  "symbols": ["C", "C", "O", "C", "C", "N", "O", "O", "O", "H", "H", "H", "H", "H", "H", "C", "C", "C", "C", "C", "C", "C", "C", "C", "C", "C", "C", "C", "C", "C", "C", "C", "C", "C", "C", "C", "H", "H", "H", "H", "H", "H", "H", "H", "H", "H", "H", "H", "H", "H", "H", "H", "H"],
  "xyz": [[-3.578, -0.238, 3.228], [-2.402, 0.648, 2.913], [-1.241, -0.184, 2.631], [-0.191, 0.573, 2.242], [1.051, -0.271, 1.589], [2.226, 0.423, 2.393], [2.797, -0.311, 3.255], [2.594, 1.582, 2.104], [-0.156, 1.757, 2.422], [-4.481, 0.361, 3.363], [-3.799, -0.941, 2.423], [-3.433, -0.797, 4.153], [-2.637, 1.234, 2.011], [-2.227, 1.354, 3.742], [0.874, -1.220, 2.225], [-4.081, -1.522, -2.757], [-2.915, -2.270, -2.768], [-1.719, -1.749, -2.244], [-1.706, -0.415, -1.751], [-0.469, 0.157, -1.161], [0.337, -0.677, -0.430], [1.610, -0.362, 0.172], [2.767, -1.335, 0.270], [4.079, -0.819, 0.376], [5.115, -1.673, 0.663], [4.886, -3.049, 0.775], [3.624, -3.569, 0.453], [2.563, -2.717, 0.123], [-0.163, 1.608, -1.408], [0.537, 2.393, -0.470], [0.729, 3.751, -0.689], [0.266, 4.368, -1.839], [-0.440, 3.605, -2.789], [-0.650, 2.255, -2.571], [-2.892, 0.327, -1.759], [-4.081, -0.217, -2.244], [-5.000, -1.939, -3.167], [-2.886, -3.281, -3.196], [-0.800, -2.345, -2.211], [0.063, -1.764, -0.367], [2.003, 0.667, -0.078], [4.307, 0.248, 0.196], [6.092, -1.292, 0.906], [5.663, -3.748, 1.047], [3.390, -4.614, 0.499], [1.602, -3.073, -0.237], [0.898, 1.901, 0.447], [1.267, 4.286, 0.100], [0.483, 5.402, -2.001], [-0.802, 4.088, -3.677], [-1.206, 1.687, -3.336], [-2.890, 1.340, -1.331], [-4.980, 0.377, -2.238]]
}

---

[2]
{
  "formula": "C2H4N2O2",
  "method": "ωB97M-V with the def2-TZVPD basis set",
  "s_squared": 2.0074,
  "spin_multiplicity": 3,
  "de_lowest_ev": 0.2486,
  "e_tot_ev": -9209.654,
  "lumo_ev": [0.688, -0.914],
  "orbital_gap_ev": [8.707, 10.079],
  "symbols": ["C", "C", "N", "N", "O", "O", "H", "H", "H", "H"],
  "xyz": [[-0.275, 0.519, -2.092], [-0.270, -0.113, 1.503], [-0.183, -0.562, -1.630], [0.833, -0.403, 0.623], [1.739, 0.408, 0.642], [-0.699, 1.571, -2.403], [0.431, -1.225, -1.879], [-0.325, -0.955, 2.259], [-1.060, -0.082, 0.777], [-0.191, 0.842, 2.201]]
}

---

[3]
{
  "formula": "C11H18BrCl2F5GaNO2PS2",
  "method": "ωB97M-V with the def2-TZVPD basis set",
  "spin_multiplicity": 1,
  "total_charge": -1,
  "e_tot_ev": -209300.730,
  "lumo_ev": 2.607,
  "orbital_gap_ev": 7.723,
  "symbols": ["O", "P", "O", "S", "Ga", "C", "C", "C", "Br", "C", "C", "C", "C", "F", "F", "C", "F", "F", "F", "N", "C", "S", "H", "H", "H", "H", "H", "H", "H", "H", "H", "H", "H", "H", "H", "H", "Cl", "C", "C", "Cl", "H", "H", "H", "H"],
  "xyz": [[-0.652, -3.112, 1.171], [-0.646, -2.689, -0.419], [-2.232, -2.946, -0.688], [0.434, -3.918, -1.466], [-0.063, -0.364, -0.555], [0.141, 0.309, 1.338], [1.505, 0.915, 1.718], [1.415, 2.372, 2.128], [0.920, 2.577, 4.010], [-1.408, 0.685, -1.649], [-2.526, 1.363, -0.855], [-3.480, 0.329, -0.250], [-4.057, 0.673, 1.097], [-5.111, 1.546, 0.978], [-3.149, 1.261, 1.928], [-4.585, -0.561, 1.850], [-3.575, -1.386, 2.162], [-5.456, -1.249, 1.089], [-5.214, -0.220, 2.982], [1.653, -0.179, -1.567], [1.634, -0.486, -2.710], [1.560, -0.847, -4.260], [0.256, -2.993, 1.472], [-2.705, -2.887, 0.152], [-0.631, 1.062, 1.473], [-0.112, -0.507, 2.010], [1.880, 0.367, 2.579], [2.241, 0.847, 0.927], [0.642, 2.903, 1.585], [2.352, 2.902, 2.019], [-1.858, 0.075, -2.431], [-0.832, 1.466, -2.145], [-3.107, 1.981, -1.543], [-2.132, 2.042, -0.105], [-4.335, 0.201, -0.909], [-2.992, -0.640, -0.196], [4.946, 0.827, 0.159], [5.172, -0.466, -1.042], [5.996, 0.005, -2.212], [5.110, 1.210, -3.174], [4.183, -0.792, -1.359], [5.677, -1.289, -0.539], [6.213, -0.838, -2.866], [6.932, 0.452, -1.888]]
}